No. 1
13
Properties=species:S:1:pos:R:3:forces:R:3 method="wB97M-V/def2-TZVPD" smiles="O=C(O)CCSS" charge=0 mol_weight_g_mol=138.21 e_tot_ev=-28974.293 relative_energy_ev=0.000 lumo_ev=0.51 gap_ev=9.862
C 0.6283 0.0028 -0.0573 -0.1 0.4 0.8
C 1.0724 -0.5507 -1.3841 -0.1 0.1 0.1
O 2.3393 -1.0051 -1.3421 0.0 -0.3 0.1
O 0.4001 -0.5760 -2.3782 0.0 -0.2 -0.1
C -0.8752 0.2416 0.0342 -0.2 0.6 -0.1
S -1.3439 1.6889 1.0481 0.1 -0.2 0.2
S -1.4171 0.8891 2.9515 0.3 0.2 -0.2
H 1.1045 0.9791 0.1272 0.1 -0.3 -0.4
H 1.0056 -0.6150 0.7593 -0.1 -0.2 -0.1
H 2.5080 -1.5036 -2.1585 0.0 0.3 0.0
H -1.2447 0.4879 -0.9619 -0.1 -0.1 0.0
H -1.4812 -0.5618 0.4349 0.2 -0.4 -0.2
H -2.6961 0.5228 2.9269 -0.3 -0.1 0.0



No. 2
15
Properties=species:S:1:pos:R:3:forces:R:3 method="wB97M-V/def2-TZVPD" charge=0 mol_weight_g_mol=87.12 e_tot_ev=-7826.851 relative_energy_ev=5.469 lumo_ev=0.81 gap_ev=8.682
C 0.1168 1.4947 0.7168 0.0 0.0 0.0
C -0.3937 0.2315 0.0388 -0.1 0.1 0.0
C -0.3976 0.2981 -1.4815 0.0 0.0 0.0
N 0.4297 -0.9210 0.4428 0.1 0.2 -0.2
C -0.1697 -2.2891 0.4288 0.3 -0.1 0.0
O 0.1226 -1.4822 1.6791 -0.1 -0.1 0.2
H -0.5378 2.3397 0.4830 0.1 -0.1 0.0
H 1.1252 1.7516 0.3668 -0.1 0.0 0.0
H 0.1427 1.3690 1.8035 0.0 0.0 -0.1
H -1.3890 -0.0345 0.4024 0.1 0.0 0.0
H -0.7268 -0.6627 -1.8883 0.0 0.2 0.0
H 0.5976 0.5347 -1.8783 -0.1 0.0 0.1
H -1.0866 1.0774 -1.8203 0.1 -0.1 0.1
H 1.4357 -0.7710 0.3617 -0.1 -0.1 0.0
H 0.7308 -2.9364 0.3448 -0.2 0.1 0.0



No. 3
33
Properties=species:S:1:pos:R:3:forces:R:3 method="wB97M-V/def2-TZVPD" charge=-1 mol_weight_g_mol=225.00 e_tot_ev=-32879.279 relative_energy_ev=0.000 lumo_ev=3.40 gap_ev=7.396
C 0.7406 -3.6786 0.5706 0.1 0.0 0.0
C -0.7394 -3.5619 0.1687 -0.1 0.0 -0.1
C -1.3617 -2.2345 0.5843 0.0 0.1 0.1
N -0.8419 -1.1250 -0.1971 0.1 0.0 -0.2
B -0.6249 0.2395 0.4869 -0.1 0.0 0.0
P 1.2632 0.8397 0.2728 0.0 0.0 0.0
C 1.5354 1.7749 1.8551 0.0 0.0 0.0
C 1.3364 2.2709 -0.9378 -0.1 0.0 0.0
C 2.4110 2.0849 -2.0046 0.1 0.0 0.0
P -1.9379 1.5033 -0.2080 0.0 -0.1 -0.1
N -1.9301 3.0286 0.1349 -0.1 -0.1 0.0
O -3.4472 0.9274 0.1008 0.0 0.0 0.1
O -1.9712 1.2242 -1.8471 0.1 0.3 0.0
H 1.3907 -3.8869 -0.2812 0.0 0.0 0.0
H 1.0951 -2.7445 1.0127 0.0 0.0 0.0
H 0.9041 -4.4728 1.3018 0.0 0.0 0.0
H -1.3189 -4.3819 0.6025 0.0 0.0 0.0
H -0.8444 -3.6575 -0.9173 0.0 0.0 0.0
H -2.4543 -2.3086 0.4942 0.0 0.0 0.0
H -1.1618 -2.0714 1.6565 0.0 -0.1 0.0
H 0.0052 -1.4217 -0.6656 0.0 0.0 0.1
H -0.8448 0.2000 1.6864 0.1 0.0 0.0
H 0.6739 2.3873 2.1331 0.0 0.0 0.0
H 1.7200 1.0664 2.6643 0.0 0.0 0.0
H 2.4140 2.4178 1.7604 0.0 0.0 0.0
H 1.5315 3.1844 -0.3686 0.0 0.0 0.0
H 0.3619 2.4278 -1.4031 0.0 0.0 0.0
H 2.2356 1.1758 -2.5858 0.0 0.0 0.0
H 3.4020 1.9816 -1.5549 0.0 0.0 0.0
H 2.4371 2.9268 -2.7036 0.0 0.0 0.0
H -1.1355 3.2441 0.7265 0.0 0.0 0.0
H -3.5641 0.1091 -0.3968 0.0 0.0 0.0
H -1.3484 0.5147 -2.0430 -0.1 -0.2 0.1